{"formula": "C15H40O5", "method": "the ωB97M-V functional and the def2-TZVPD basis", "max_force_ev_per_a": 3.59, "gap_ev": [8.834, 2.262], "s2": 0.755, "multiplicity": 2, "charge": 1, "energy_ev": -26429.4723, "lumo_ev": [-2.8, -9.4], "species": ["C", "C", "C", "O", "H", "H", "H", "H", "H", "H", "H", "H", "C", "C", "C", "O", "H", "H", "H", "H", "H", "H", "H", "H", "C", "C", "C", "O", "H", "H", "H", "H", "H", "H", "H", "H", "C", "C", "C", "O", "H", "H", "H", "H", "H", "H", "H", "H", "C", "C", "C", "O", "H", "H", "H", "H", "H", "H", "H", "H"], "xyz": [[0.352, -1.219, 0.239], [-0.525, 0.035, 0.254], [-1.313, 0.367, 1.516], [0.105, 1.267, -0.098], [-0.035, -1.845, 1.043], [1.414, -1.042, 0.411], [0.147, -1.672, -0.731], [-1.305, -0.218, -0.464], [-1.964, -0.448, 1.834], [-2.058, 1.124, 1.272], [-0.720, 0.749, 2.347], [0.804, 1.379, 0.551], [3.284, 2.692, -1.475], [4.228, 1.646, -0.916], [3.595, 0.212, -0.807], [5.318, 1.643, -1.784], [2.364, 2.723, -0.891], [3.051, 2.409, -2.502], [3.738, 3.683, -1.452], [4.559, 2.110, 0.013], [2.855, 0.040, -1.588], [2.876, 0.257, 0.011], [4.349, -0.574, -0.802], [4.980, 1.825, -2.663], [-4.133, -2.350, -4.471], [-3.042, -1.982, -3.430], [-3.075, -2.824, -2.284], [-1.698, -2.020, -3.993], [-5.076, -2.517, -3.952], [-3.875, -3.095, -5.224], [-4.150, -1.488, -5.139], [-3.197, -0.919, -3.242], [-3.935, -2.583, -1.659], [-2.255, -2.600, -1.602], [-3.150, -3.899, -2.448], [-1.590, -1.187, -4.459], [-0.466, -3.416, 4.940], [0.169, -4.224, 3.785], [1.597, -3.745, 3.480], [0.118, -5.574, 4.091], [-0.368, -2.351, 4.730], [-0.045, -3.688, 5.908], [-1.545, -3.531, 5.035], [-0.556, -3.996, 3.003], [2.072, -4.373, 2.728], [2.170, -3.704, 4.406], [1.624, -2.758, 3.017], [0.906, -5.901, 4.530], [-1.506, 4.436, 0.783], [-0.830, 4.882, -0.574], [0.612, 5.555, -0.408], [-0.744, 3.787, -1.402], [-1.468, 5.261, 1.493], [-1.019, 3.554, 1.199], [-2.575, 4.242, 0.690], [-1.507, 5.599, -1.036], [0.928, 6.007, -1.348], [1.292, 4.786, -0.042], [0.491, 6.283, 0.394], [-0.268, 3.192, -0.817]], "atomic_forces_ev_per_a": [[-0.5, 0.6, 0.3], [-1.4, -0.2, 0.8], [-0.7, -0.3, 0.1], [0.6, 0.6, -1.0], [0.2, -0.3, -0.2], [-0.1, -0.1, -0.1], [0.6, -0.4, 0.2], [0.1, 0.7, -0.5], [0.4, -0.3, 0.3], [0.2, 0.4, -0.2], [0.2, -0.3, 0.1], [0.3, 0.0, 0.1], [-0.7, -0.2, 0.2], [-0.7, -0.1, -0.5], [-0.5, 1.9, 0.1], [1.1, -0.2, -0.3], [-0.3, 0.0, 0.0], [-0.3, 0.2, -0.1], [0.1, -0.1, -0.1], [0.3, -0.9, 0.5], [0.5, 0.0, -0.8], [0.7, -0.5, 0.8], [-0.2, 0.1, 0.4], [0.2, -0.1, -0.2], [1.0, 1.0, -0.4], [0.4, 0.9, -3.4], [-0.3, -1.1, 3.4], [-0.5, -0.1, 0.1], [-0.1, 0.0, -0.4], [0.1, -0.8, 0.8], [-0.8, 0.4, 0.1], [-0.3, 0.0, 0.8], [-0.4, 0.0, -0.1], [0.4, -0.3, -0.1], [0.3, 0.1, -0.4], [0.2, -0.1, -0.2], [0.1, 0.3, 0.0], [-0.3, 1.6, 1.2], [-0.6, 0.0, -0.5], [-0.5, -1.3, -0.4], [0.4, 0.2, 0.2], [0.2, 0.2, 0.0], [0.0, -0.6, -0.2], [0.4, -0.6, -0.8], [0.1, -0.4, 0.3], [0.2, -0.1, -0.1], [-0.2, 0.2, 0.3], [0.2, 0.3, 0.0], [0.5, 0.1, 0.6], [-2.0, 1.1, -0.3], [-0.1, -0.7, 0.7], [-0.1, 1.5, 0.3], [0.5, 0.1, -0.1], [0.0, 0.0, 0.1], [0.1, -0.2, -0.7], [0.3, 0.0, -0.3], [-0.1, -0.2, 0.1], [0.2, 0.1, -0.2], [-0.2, 0.1, -0.2], [0.8, -2.4, 0.2]]}